Record 1
{"formula": "H4SSi2", "method": "wB97M-V/def2-TZVPD", "charge": 0, "e_above_lowest_ev": 2.6802, "e_homo_ev": [-8.1, -8.1], "energy_ha": -979.4493, "species": ["Si", "Si", "S", "H", "H", "H", "H"], "positions_angstrom": [[-0.0649, -1.0594, 1.0057], [0.0511, 0.8743, -0.3448], [-0.2606, -0.3343, 2.9181], [-0.6277, -1.9603, 0.0101], [1.3390, -1.4745, 1.0379], [0.7222, 0.9980, -1.6236], [0.0488, 2.3773, 0.0600]], "nbo_charge": [0.508, 0.879, -0.700, -0.162, -0.133, -0.229, -0.164]}

Record 2
{"formula": "C2H5N5", "method": "wB97M-V/def2-TZVPD", "charge": 0, "e_above_lowest_ev": 3.3843, "e_homo_ev": -8.0, "energy_ha": -352.8904, "species": ["N", "C", "N", "N", "C", "N", "N", "H", "H", "H", "H", "H"], "positions_angstrom": [[-0.1122, -0.5685, 1.8224], [-0.5805, -0.2231, 0.5452], [-1.9649, -0.0306, 0.2114], [-2.0313, 0.3222, -1.0760], [-0.8121, 0.4728, -1.5112], [0.1254, 0.0153, -0.5736], [1.5720, -0.0105, -0.1643], [0.9610, -0.3163, 2.0001], [-0.9297, -0.6413, 2.4336], [-0.3784, 0.8204, -2.4684], [2.0016, -0.6218, -0.8471], [2.1493, 0.7815, -0.3720]], "nbo_charge": [-0.862, 0.482, -0.367, -0.236, 0.078, -0.259, -0.633, 0.442, 0.428, 0.197, 0.363, 0.367]}

Record 3
{"formula": "C21H31Cl24IO3", "method": "wB97M-V/def2-TZVPD", "charge": 0, "e_homo_ev": -9.7, "energy_ha": -12386.6469, "species": ["C", "C", "C", "C", "C", "C", "C", "I", "C", "O", "O", "C", "O", "H", "H", "H", "H", "H", "H", "H", "C", "Cl", "Cl", "H", "H", "C", "Cl", "Cl", "H", "H", "C", "Cl", "Cl", "H", "H", "C", "Cl", "Cl", "H", "H", "C", "Cl", "Cl", "H", "H", "C", "Cl", "Cl", "H", "H", "C", "Cl", "Cl", "H", "H", "C", "Cl", "Cl", "H", "H", "C", "Cl", "Cl", "H", "H", "C", "Cl", "Cl", "H", "H", "C", "Cl", "Cl", "H", "H", "C", "Cl", "Cl", "H", "H"], "positions_angstrom": [[2.0833, -6.5426, -3.4691], [2.7448, -5.5596, -3.1554], [3.3427, -4.1072, -3.0693], [2.2912, -3.0176, -3.5774], [1.2770, -2.5876, -2.4168], [-0.1171, -3.2475, -2.6922], [-0.8267, -4.2132, -1.9848], [-0.1826, -5.1856, -0.1900], [-2.1539, -4.3502, -2.8258], [-3.2431, -4.7295, -2.4697], [-1.9223, -3.8941, -4.1583], [-0.9645, -2.8499, -3.9496], [-0.9280, -1.8992, -4.6842], [1.3522, -7.3869, -3.5331], [4.2046, -4.0864, -3.8061], [3.6938, -3.8985, -2.0110], [1.6643, -3.5466, -4.3688], [2.7650, -2.1188, -4.0616], [1.1179, -1.4635, -2.5377], [1.6690, -2.7598, -1.3733], [1.4878, -0.5465, 1.4434], [2.4162, -0.1400, -0.0068], [0.4107, -1.9201, 1.1507], [2.1773, -0.8031, 2.2429], [0.8906, 0.3152, 1.7341], [3.0176, 0.8507, 5.2332], [3.8804, 0.8074, 3.6894], [1.3953, 0.1653, 5.0801], [3.5771, 0.2738, 5.9665], [2.9322, 1.8860, 5.5626], [-6.1806, -5.0775, -4.7332], [-7.1709, -5.8799, -3.5075], [-7.1821, -4.4205, -6.0345], [-5.6301, -4.2644, -4.2655], [-5.4851, -5.8001, -5.1533], [-5.5019, -2.2638, -1.0571], [-6.3636, -1.4363, -2.3604], [-4.9368, -1.1251, 0.1717], [-6.1736, -2.9807, -0.5909], [-4.6430, -2.7823, -1.4775], [2.7535, 4.6997, 7.0684], [3.6837, 5.1022, 5.6192], [1.6781, 3.3281, 6.7765], [3.4424, 4.4441, 7.8702], [2.1564, 5.5619, 7.3557], [7.1311, 6.0288, 4.9285], [7.4448, 7.7149, 4.4988], [8.0725, 4.9241, 3.9204], [7.4022, 5.8740, 5.9703], [6.0733, 5.8207, 4.7874], [-5.1296, 2.0876, -3.4902], [-5.9917, 2.9185, -4.7902], [-4.5640, 3.2285, -2.2632], [-5.8011, 1.3718, -3.0223], [-4.2715, 1.5685, -3.9111], [-3.8783, -6.6023, 1.2693], [-3.5200, -4.9277, 0.8266], [-2.9822, -7.7441, 0.2599], [-3.6010, -6.7585, 2.3093], [-4.9434, -6.7800, 1.1406], [-2.1320, 3.5785, 0.9943], [-3.1705, 2.1539, 1.1287], [-0.5093, 3.2546, 1.6178], [-2.0568, 3.8594, -0.0539], [-2.5729, 4.3935, 1.5644], [8.7420, 11.1753, 4.7324], [9.1498, 12.3971, 3.5221], [7.1108, 11.4210, 5.3684], [8.7973, 10.1915, 4.2726], [9.4534, 11.2400, 5.5523], [-0.3079, -1.6236, -8.3035], [0.0440, 0.0567, -8.7249], [0.6043, -2.7441, -9.3232], [-0.0363, -1.7912, -7.2638], [-1.3709, -1.8068, -8.4408], [-3.6145, 2.9980, 4.5833], [-2.0493, 3.7391, 4.9404], [-3.9849, 1.7001, 5.7247], [-4.3886, 3.7593, 4.6514], [-3.5885, 2.5864, 3.5784]], "lowdin_charge": [0.060, -0.132, -0.181, -0.170, -0.158, -0.149, -0.480, 0.905, -0.401, 0.089, 0.090, -0.344, 0.155, 0.051, 0.113, 0.113, 0.116, 0.117, 0.116, 0.060, -1.035, 0.523, 0.481, -0.034, 0.003, -1.037, 0.534, 0.523, 0.033, -0.088, -1.038, 0.493, 0.500, 0.004, 0.028, -1.031, 0.528, 0.502, 0.029, -0.004, -0.977, 0.555, 0.572, 0.032, 0.032, -1.039, 0.521, 0.508, 0.030, -0.048, -1.034, 0.504, 0.492, -0.015, 0.029, -0.999, 0.475, 0.481, 0.029, 0.029, -1.005, 0.519, 0.507, 0.019, 0.028, -1.045, 0.503, 0.489, -0.020, 0.028, -1.035, 0.498, 0.494, 0.004, 0.029, -1.038, 0.487, 0.507, 0.030, -0.055]}

Record 4
{"formula": "C3H27O10", "method": "wB97M-V/def2-TZVPD", "charge": 1, "e_homo_ev": -9.2, "energy_ha": -882.3112, "species": ["O", "H", "H", "H", "O", "H", "H", "H", "C", "C", "C", "O", "H", "H", "H", "H", "H", "H", "H", "O", "H", "H", "O", "H", "H", "O", "H", "H", "O", "H", "H", "O", "H", "H", "O", "H", "H", "O", "H", "H"], "positions_angstrom": [[-2.6551, 5.2573, 1.2508], [-2.5899, 5.0239, 2.1797], [-1.8504, 4.9452, 0.8306], [-3.4914, 4.9808, 0.8690], [1.4028, 3.3991, 4.2481], [0.5296, 3.7135, 4.4937], [1.4093, 2.9436, 3.4031], [2.0879, 4.0608, 4.3683], [0.7945, -0.7317, 1.3547], [0.3085, 0.2134, 0.1870], [-1.0186, -0.4000, -0.3371], [0.3142, 1.6060, 0.4330], [1.6884, -0.4367, 1.9044], [0.8040, -1.7925, 1.1042], [0.0825, -0.6929, 2.1791], [1.0330, 0.1317, -0.6232], [-1.8279, 0.0322, 0.2513], [-1.0076, -1.4884, -0.2797], [-1.3172, -0.1634, -1.3584], [-0.5489, -2.0304, -5.5103], [-0.0600, -2.8131, -5.2561], [-1.4681, -2.2851, -5.4304], [2.8587, 5.0807, -1.7596], [2.2666, 4.5979, -1.1829], [2.6472, 4.7659, -2.6385], [-4.2972, -2.9107, -4.1529], [-4.6872, -2.0691, -4.3894], [-4.5648, -3.0524, -3.2449], [-0.2573, -5.7702, 3.0279], [-0.2399, -5.7948, 3.9846], [0.5778, -5.3716, 2.7829], [3.5321, -1.9005, -3.7668], [2.8879, -1.3487, -4.2104], [3.0276, -2.6482, -3.4464], [5.3706, 1.7100, 0.9217], [4.5703, 1.8806, 0.4252], [5.8933, 1.1487, 0.3490], [-4.2548, -4.2420, 2.4902], [-3.3180, -4.0498, 2.5299], [-4.6324, -3.4993, 2.0189]], "nbo_charge": [-0.769, 0.538, 0.566, 0.581, -0.779, 0.540, 0.573, 0.572, -0.639, 0.078, -0.638, -0.940, 0.196, 0.205, 0.181, 0.143, 0.186, 0.201, 0.205, -0.943, 0.466, 0.477, -0.938, 0.464, 0.475, -0.938, 0.468, 0.470, -0.935, 0.468, 0.467, -0.936, 0.470, 0.466, -0.947, 0.470, 0.477, -0.933, 0.472, 0.461]}

Record 5
{"formula": "C3H3BrClNO", "method": "wB97M-V/def2-TZVPD", "charge": 0, "e_above_lowest_ev": 1.7146, "e_homo_ev": -9.4, "energy_ha": -3280.2327, "species": ["H", "N", "C", "Cl", "H", "O", "C", "C", "Br", "H"], "positions_angstrom": [[-0.6828, -2.2779, 0.0216], [-0.0969, -1.9277, 0.8220], [0.9757, -1.4698, 0.5682], [1.5068, -1.1973, -1.2175], [1.6245, -1.0467, 1.3568], [-2.1897, 0.6890, -1.3414], [-1.3763, 1.1567, -0.6703], [-0.4507, 1.5790, 0.1047], [0.9474, 2.7700, -0.7878], [-0.2580, 1.7247, 1.1439]], "nbo_charge": [0.379, -0.605, 0.185, -0.160, 0.202, -0.415, 0.680, -0.571, 0.025, 0.280]}

Record 6
{"formula": "C29H33N6OPt", "method": "wB97M-V/def2-TZVPD", "charge": 1, "e_above_lowest_ev": 0.0000, "e_homo_ev": -9.9, "energy_ha": -1647.8015, "species": ["Pt", "C", "N", "C", "C", "C", "C", "C", "C", "C", "N", "C", "C", "C", "C", "C", "C", "N", "C", "C", "H", "H", "H", "H", "H", "H", "H", "H", "H", "H", "H", "H", "H", "H", "H", "H", "H", "H", "H", "H", "C", "C", "C", "C", "C", "N", "C", "O", "N", "C", "C", "C", "C", "N", "C", "C", "C", "H", "H", "H", "H", "H", "H", "H", "H", "H", "H", "H", "H", "H"], "positions_angstrom": [[-1.0576, -0.5677, -1.7307], [1.9172, -0.0848, -2.4525], [0.9831, -1.0625, -1.8595], [0.9544, -2.2653, -2.7547], [1.3402, -1.5351, -0.5100], [2.6256, -1.4856, -0.0146], [2.9078, -2.1072, 1.1962], [1.9107, -2.8178, 1.8409], [0.6090, -2.8473, 1.3573], [0.2761, -2.1332, 0.2064], [-1.0141, -1.9339, -0.3081], [-2.1723, -1.7827, 0.4685], [-2.2869, -1.8693, 1.8571], [-3.5232, -1.6997, 2.4680], [-4.6626, -1.4182, 1.7348], [-4.5519, -1.2292, 0.3616], [-3.3223, -1.3665, -0.2437], [-3.1046, -1.0740, -1.6778], [-3.9822, -0.0132, -2.2063], [-3.2955, -2.3198, -2.4609], [2.8820, -0.5538, -2.6525], [2.0618, 0.7519, -1.7770], [1.4959, 0.2686, -3.3905], [1.9629, -2.6821, -2.8061], [0.6295, -1.9660, -3.7495], [0.2730, -3.0039, -2.3444], [3.4134, -0.9876, -0.5622], [3.9041, -2.0541, 1.6104], [2.1411, -3.3591, 2.7492], [-0.1394, -3.4358, 1.8644], [-1.4170, -2.0475, 2.4662], [-3.5869, -1.7812, 3.5451], [-5.6213, -1.3100, 2.2213], [-5.4208, -0.9438, -0.2153], [-5.0266, -0.3305, -2.2296], [-3.6692, 0.2055, -3.2241], [-3.8854, 0.8758, -1.5874], [-4.3283, -2.6560, -2.3442], [-2.6174, -3.0810, -2.0852], [-3.0870, -2.1274, -3.5124], [4.1460, -0.3823, 4.7683], [3.3811, 0.4181, 3.7515], [1.9903, 0.4875, 3.8013], [1.2800, 1.2451, 2.8899], [1.9499, 1.9521, 1.8956], [1.1528, 2.6983, 0.9885], [1.5502, 3.7319, 0.1963], [2.6686, 4.1669, 0.0905], [0.4702, 4.2867, -0.5576], [-0.2451, 3.5644, -1.5077], [-1.0077, 4.2235, -2.4750], [-1.7015, 3.4844, -3.4090], [-1.6486, 2.0990, -3.3657], [-0.9315, 1.4622, -2.4393], [-0.2429, 2.1748, -1.5392], [3.3328, 1.8840, 1.8123], [4.0266, 1.1235, 2.7452], [3.7630, -1.4018, 4.8386], [4.0627, 0.0641, 5.7604], [5.2043, -0.4349, 4.5169], [1.4538, -0.0512, 4.5736], [0.1979, 1.2915, 2.9519], [0.1573, 2.6178, 1.1254], [0.6814, 5.2396, -0.8188], [-1.0456, 5.3055, -2.4885], [-2.2858, 3.9732, -4.1752], [-2.1712, 1.4875, -4.0849], [0.3247, 1.6054, -0.8228], [3.8632, 2.4283, 1.0473], [5.1077, 1.0860, 2.6821]], "nbo_charge": [0.836, -0.418, -0.436, -0.420, 0.151, -0.245, -0.226, -0.169, -0.254, 0.122, -0.616, 0.125, -0.263, -0.173, -0.238, -0.238, 0.153, -0.440, -0.410, -0.419, 0.210, 0.219, 0.222, 0.211, 0.215, 0.231, 0.226, 0.229, 0.223, 0.229, 0.228, 0.225, 0.228, 0.220, 0.204, 0.207, 0.224, 0.209, 0.233, 0.213, -0.631, -0.021, -0.192, -0.249, 0.204, -0.640, 0.788, -0.579, -0.637, 0.154, -0.180, -0.213, 0.015, -0.465, -0.036, -0.251, -0.196, 0.218, 0.230, 0.220, 0.217, 0.208, 0.405, 0.417, 0.236, 0.244, 0.212, 0.231, 0.247, 0.217]}